{"formula": "C3H2BrFN2O", "method": "the ωB97M-V functional and the def2-TZVPD basis", "elements": ["C", "H", "Br", "F", "C", "C", "O", "H", "N", "N"], "positions_angstrom": [[-2.9147, -1.9839, 0.0689], [-0.2734, 1.2729, 0.0754], [-3.6269, 1.0267, -0.1046], [-1.7698, -0.7233, 1.6632], [-2.0870, -0.8527, 0.3764], [-0.9702, -0.7135, -0.5898], [-0.8470, -1.5653, -1.4834], [0.5656, 0.4537, -1.0663], [-3.6937, -2.7734, -0.2374], [-0.2508, 0.4337, -0.4841]], "atomic_forces_ev_per_a": [[-0.2, 0.6, 0.3], [-0.9, -0.7, 0.6], [-1.1, 1.2, -0.3], [-0.1, 0.6, 0.6], [1.3, -2.8, -0.4], [-0.8, -0.3, -1.0], [0.3, 1.7, 1.4], [0.1, -0.2, -0.4], [-0.2, -0.2, 0.0], [1.5, 0.1, -0.8]], "nbo_charge": [0.180, 0.416, 0.150, -0.306, 0.223, 0.569, -0.561, 0.404, -0.252, -0.823], "de_lowest_kcal_mol": 16.5, "largest_force_ev_per_a": 3.2, "e_lumo_ev": [0.33, -4.60], "homo_ha": [-0.318, -0.395], "multiplicity": 3, "orbital_gap_ev": [9.00, 6.15]}